Record 1
# C32H43IrN5SbSe

A molecular structure, C32H43IrN5SbSe (ωB97M-V with the def2-TZVPD basis set, OMol25).

XYZ file:
```
83
Properties=species:S:1:pos:R:3:forces:R:3:mulliken_charge:R:1
Ir -0.833 0.500 0.901 -0.052 -0.409 0.093 3.642
N -1.504 2.545 -0.382 -0.095 -0.024 0.011 -0.647
C -1.727 3.593 0.627 0.038 -0.058 -0.037 -0.994
C -2.729 3.110 1.663 -0.006 -0.001 0.017 -0.894
N -2.439 1.766 2.211 0.108 0.083 -0.025 -0.191
C -3.665 0.941 2.242 0.052 -0.030 0.059 -0.652
C -4.064 0.466 0.856 0.048 -0.017 -0.030 -0.753
N -3.003 -0.378 0.272 -0.102 0.284 -0.179 -0.543
C -1.819 1.862 3.545 -0.041 0.016 -0.018 -0.507
C -0.425 2.466 3.496 0.017 -0.009 -0.038 -0.926
N 0.464 1.680 2.615 -0.008 0.296 -0.152 -0.524
H -0.801 2.845 -1.047 0.002 -0.008 -0.006 0.048
H -2.358 2.391 -0.911 -0.040 0.007 -0.005 0.221
H -2.103 4.520 0.188 -0.006 0.042 0.001 0.553
H -0.762 3.818 1.078 0.032 -0.022 0.018 0.350
H -3.718 3.093 1.204 -0.008 -0.010 -0.020 0.547
H -2.787 3.839 2.476 -0.018 0.026 0.001 0.382
H -4.495 1.497 2.692 0.002 0.008 0.003 0.424
H -3.472 0.075 2.876 0.009 -0.009 -0.010 0.224
H -4.229 1.313 0.186 -0.015 -0.008 0.022 0.379
H -5.014 -0.066 0.930 -0.024 -0.028 0.014 0.600
H -3.179 -0.529 -0.715 -0.060 -0.032 0.023 0.193
H -3.018 -1.295 0.711 0.042 0.087 0.001 -0.134
H -1.769 0.854 3.951 0.031 -0.115 0.056 -0.015
H -2.443 2.462 4.217 -0.016 -0.001 0.025 0.474
H -0.035 2.523 4.513 0.003 -0.008 0.051 0.586
H -0.464 3.489 3.124 -0.004 -0.003 0.012 0.299
H 0.818 0.872 3.113 0.006 -0.089 -0.016 0.246
H 1.270 2.229 2.336 -0.015 0.014 0.057 0.185
Se -0.373 -1.611 2.066 0.024 0.055 -0.042 -0.468
C -1.972 -2.172 2.962 -0.085 -0.105 0.095 0.313
C -2.182 -1.913 4.313 0.094 0.099 -0.016 -0.433
C -3.369 -2.327 4.905 -0.062 -0.022 0.006 -0.490
N -4.336 -2.973 4.255 0.118 0.022 -0.105 -0.581
C -4.105 -3.270 2.978 -0.039 -0.012 0.063 -0.652
C -2.949 -2.908 2.297 -0.026 -0.026 -0.054 -0.376
H -1.431 -1.415 4.914 -0.020 0.024 -0.043 0.554
H -3.548 -2.127 5.957 0.001 -0.014 -0.058 0.382
H -4.879 -3.837 2.469 0.021 0.027 0.033 0.388
H -2.808 -3.233 1.270 0.015 -0.012 0.066 0.793
C 2.587 -1.169 -3.967 0.009 -0.064 -0.081 -1.000
C 1.184 -0.765 -4.115 -0.147 0.111 0.101 1.030
C 0.616 -0.779 -5.435 -0.012 0.012 0.135 -0.702
C -0.684 -0.431 -5.638 -0.001 0.005 0.069 -0.702
C -1.469 -0.041 -4.525 0.055 -0.009 0.020 -0.607
C -0.926 0.004 -3.222 -0.041 -0.012 -0.029 -0.106
C 0.377 -0.334 -2.969 0.180 -0.051 -0.357 -0.107
Sb 1.094 -0.102 -0.905 -0.070 -0.124 0.130 -0.081
C 2.931 0.858 -1.414 0.094 0.143 -0.098 0.924
C 4.125 0.139 -1.404 -0.013 0.012 0.048 -0.177
C 5.320 0.743 -1.765 0.003 0.001 -0.015 -1.041
C 5.323 2.076 -2.150 0.008 0.022 -0.002 -0.827
C 4.138 2.798 -2.160 0.016 0.008 -0.007 -0.883
C 2.932 2.208 -1.791 -0.014 -0.009 0.047 0.517
C 1.673 3.039 -1.785 -0.007 0.035 0.016 -1.153
C 1.725 -2.107 -0.645 0.158 -0.088 0.043 1.305
C 1.144 -3.107 -1.429 -0.064 0.040 -0.014 -0.811
C 1.455 -4.440 -1.230 0.045 -0.027 0.033 -0.810
C 2.368 -4.784 -0.239 -0.017 -0.005 -0.021 -0.834
C 2.938 -3.799 0.546 0.008 0.006 0.025 -0.843
C 2.619 -2.450 0.375 -0.037 -0.014 -0.001 0.853
C 3.213 -1.454 1.340 -0.022 -0.030 0.034 -1.713
H 2.920 -1.803 -4.790 -0.027 0.039 0.026 0.577
H 2.785 -1.640 -3.007 -0.007 -0.013 0.004 -0.067
H 3.204 -0.254 -3.990 -0.030 -0.012 0.005 0.333
H 1.245 -1.092 -6.261 -0.021 0.018 0.037 0.504
H -1.126 -0.451 -6.627 0.038 -0.005 0.048 0.456
H -2.505 0.235 -4.686 0.018 -0.002 0.019 0.491
H -1.561 0.320 -2.399 0.008 -0.002 -0.030 0.114
H 4.131 -0.907 -1.118 0.006 0.036 -0.022 0.385
H 6.242 0.176 -1.745 -0.030 0.018 -0.005 0.488
H 6.250 2.558 -2.436 -0.040 -0.019 0.012 0.422
H 4.151 3.843 -2.453 -0.008 -0.053 0.010 0.435
H 1.878 4.064 -2.090 0.008 -0.021 -0.003 0.419
H 1.239 3.074 -0.780 0.050 -0.012 -0.020 0.025
H 0.915 2.643 -2.472 0.039 -0.029 0.003 0.271
H 0.421 -2.855 -2.200 0.031 0.012 0.031 0.468
H 0.991 -5.206 -1.838 0.018 0.023 0.009 0.470
H 2.628 -5.822 -0.076 -0.010 0.038 -0.008 0.437
H 3.639 -4.075 1.326 -0.030 0.010 -0.033 0.487
H 4.292 -1.590 1.434 -0.042 0.003 -0.013 0.477
H 2.779 -1.599 2.332 0.006 -0.008 -0.009 0.449
H 3.049 -0.414 1.052 -0.028 -0.002 -0.010 0.127
```
Forces are in eV/Å.

Calculated values
gap between HOMO and LUMO (alpha / beta): 5.4 / 3.8 eV
multiplicity: 5
total charge: +2
energy above the lowest of the compared OMol25 structures with the same formula, charge and spin: 15.32 kcal/mol
maximum force: 0.42 eV Å⁻¹
⟨S²⟩: 6.04
total energy: -4264.33270 hartree
highest occupied orbital energy (alpha / beta): -11.35 / -13.35 eV


Record 2
# C32H43N4

2 unconnected molecules or ions with the total composition C32H43N4 in a non-equilibrium geometry (ωB97M-V with the def2-TZVPD basis set, OMol25).

XYZ file:
```
79
Properties=species:S:1:pos:R:3:forces:R:3:mulliken_charge:R:1
C -7.290 -2.514 1.535 0.051 -0.216 0.047 -1.198
N -6.855 -1.263 0.950 0.428 0.199 -0.036 0.135
C -7.918 -0.447 0.404 -0.238 0.212 -0.047 -1.112
C -5.549 -0.893 0.898 -0.137 0.193 -0.146 1.729
C -5.166 0.383 0.389 0.216 0.177 -0.024 -1.013
C -3.835 0.726 0.260 0.151 -0.525 0.102 -0.955
C -2.805 -0.169 0.661 -0.048 -0.236 0.150 0.674
C -1.417 0.144 0.465 0.227 0.140 0.404 -0.089
C -0.362 -0.624 0.920 0.007 -0.034 -0.129 -1.131
C 1.014 -0.256 0.855 -0.145 -0.130 -0.158 0.383
C 2.025 -1.304 0.883 -0.039 0.063 0.215 0.510
C 1.669 -2.667 0.689 0.467 -0.159 0.081 -1.203
C 2.605 -3.685 0.730 -0.414 0.323 -0.050 -1.112
C 3.995 -3.396 0.863 0.142 -0.282 0.014 2.026
N 4.928 -4.390 0.862 -0.306 0.238 -0.014 0.100
C 6.351 -4.141 0.784 0.207 0.143 0.076 -1.103
C 4.601 -5.781 1.090 -0.156 -0.323 -0.082 -0.964
C 4.369 -2.035 1.007 -0.284 0.161 0.081 -0.858
C 3.404 -1.053 1.114 0.105 -0.186 -0.291 -0.807
C 1.372 1.155 0.810 0.233 0.156 -0.179 0.643
C 0.538 2.137 1.404 0.028 0.184 -0.291 -0.618
C 0.874 3.479 1.402 0.118 -0.207 -0.128 -0.740
C 2.158 3.884 0.954 -0.099 0.093 -0.023 0.287
N 2.552 5.193 1.073 -0.103 -0.174 0.065 0.108
C 3.915 5.561 1.380 0.138 -0.110 -0.284 -1.185
C 1.685 6.294 0.711 -0.181 0.095 0.264 -1.057
C 3.023 2.914 0.391 -0.225 -0.201 -0.011 -0.952
C 2.586 1.612 0.230 0.173 0.055 0.519 -0.688
C -3.194 -1.389 1.276 -0.595 0.258 -0.299 -0.912
C -4.523 -1.761 1.356 0.347 0.039 0.113 -0.908
H -6.756 -2.729 2.467 -0.237 0.079 -0.129 0.397
H -8.362 -2.421 1.740 0.302 -0.177 0.095 0.432
H -7.135 -3.355 0.842 -0.052 0.090 0.137 0.326
H -7.546 0.228 -0.373 -0.217 -0.281 0.147 0.329
H -8.664 -1.118 -0.037 0.102 0.265 -0.005 0.434
H -8.405 0.147 1.193 0.088 -0.082 -0.239 0.318
H -5.924 1.112 0.100 0.318 -0.251 0.141 0.272
H -3.564 1.711 -0.133 -0.104 -0.337 0.062 0.404
H -1.191 1.047 -0.106 -0.071 -0.292 0.447 0.462
H -0.577 -1.609 1.332 0.052 0.364 -0.111 0.457
H 0.633 -2.933 0.490 0.285 0.027 0.013 0.417
H 2.255 -4.712 0.614 0.160 0.471 -0.082 0.235
H 6.553 -3.172 0.323 0.048 -0.292 0.027 0.329
H 6.816 -4.172 1.781 -0.046 0.052 -0.198 0.355
H 6.812 -4.926 0.168 -0.104 0.236 0.132 0.358
H 3.539 -5.904 1.299 0.303 -0.083 0.008 0.261
H 4.868 -6.382 0.210 -0.109 0.050 0.155 0.341
H 5.166 -6.174 1.949 -0.109 0.181 -0.175 0.339
H 5.420 -1.755 1.074 -0.386 -0.082 0.262 0.242
H 3.740 -0.052 1.367 -0.096 -0.261 0.022 0.847
H -0.388 1.827 1.887 0.310 0.097 -0.033 0.578
H 0.188 4.219 1.824 0.346 -0.313 -0.039 0.567
H 4.436 4.724 1.855 -0.084 0.203 -0.085 0.375
H 4.463 5.868 0.477 0.068 -0.002 0.154 0.360
H 3.896 6.408 2.078 0.080 -0.157 -0.111 0.362
H 0.703 5.922 0.400 0.266 0.151 0.059 0.339
H 1.568 6.974 1.564 -0.131 -0.013 -0.162 0.321
H 2.130 6.868 -0.117 -0.131 -0.162 0.114 0.323
H 4.016 3.207 0.040 -0.457 -0.045 -0.040 0.493
H 3.223 0.912 -0.311 -0.308 0.281 0.051 0.998
H -2.438 -2.055 1.686 -0.249 0.065 -0.196 0.384
H -4.789 -2.730 1.775 0.153 0.284 -0.087 0.321
C -0.031 2.576 -3.090 0.006 0.043 -0.132 -1.735
C -0.072 1.085 -2.825 0.793 -0.325 0.510 1.270
C 0.311 0.161 -4.006 -0.103 0.302 -0.017 -0.586
C -0.732 -0.970 -4.033 -0.244 0.080 -0.064 -0.601
C -1.736 -0.653 -2.909 -0.153 -0.716 0.425 -0.535
N -1.339 0.613 -2.369 -1.253 0.629 0.122 -0.211
H 0.961 2.841 -3.471 -0.166 0.128 0.113 0.414
H -0.785 2.878 -3.828 0.132 -0.102 0.060 0.453
H -0.217 3.132 -2.161 0.093 -0.032 -0.168 0.305
H 0.640 0.882 -2.002 0.257 0.161 -0.257 -0.661
H 0.263 0.726 -4.942 0.159 -0.040 0.089 0.270
H 1.330 -0.214 -3.867 -0.166 0.082 -0.186 0.326
H -1.256 -0.980 -4.994 0.203 -0.157 0.112 0.261
H -0.284 -1.949 -3.860 -0.015 0.045 -0.191 0.284
H -2.786 -0.670 -3.243 0.361 0.096 0.055 0.382
H -1.640 -1.409 -2.110 -0.187 -0.160 -0.241 0.118
H -2.060 1.267 -2.095 0.226 -0.045 -0.502 0.277
```
Forces are in eV/Å.

Calculated values
gap between HOMO and LUMO: 5.7 eV
multiplicity: 1
total charge: +1
energy above the lowest of the compared OMol25 structures with the same formula, charge and spin: 41.32 kcal/mol
maximum force: 1.41 eV Å⁻¹
total energy: -1463.91252 hartree
highest occupied orbital energy: -9.60 eV